(1)
# C16H13AuN4OS

A structure of composition C16H13AuN4OS in a non-equilibrium geometry (the ωB97M-V functional and the def2-TZVPD basis, the OMol25 dataset).

Output
Kohn-Sham gap (alpha / beta) = 0.219 / 0.143 Eh
relative energy (zero: lowest compared OMol25 entry of this formula, charge and spin) = 6.7 kcal/mol

ORCA input file:
```
! RIJCOSX wB97M-V def2-TZVPD def2/J DEFGRID3
* xyz 1 4
N -1.174 -0.585 -1.506
H -3.114 0.364 6.124
C -1.564 0.507 4.645
H -3.721 -2.219 -3.887
H 6.083 -1.440 -0.457
N 3.089 0.035 -0.342
H -4.320 -1.783 -1.496
C -2.399 -0.953 -1.027
C 4.151 0.151 1.795
Au 0.073 0.276 0.000
C 4.161 -0.620 -0.826
C -2.858 0.234 5.084
C -3.020 -1.758 -3.209
N -2.694 -0.786 0.245
N -1.849 -0.284 1.083
H -4.216 -0.731 2.132
H 4.102 -0.892 -1.869
C 5.236 -0.926 -0.030
C -3.810 -0.206 4.169
C -3.354 -1.533 -1.900
C -1.751 -1.381 -3.668
C -1.228 0.347 3.321
H 0.105 -0.459 -3.095
H -0.219 0.559 2.995
C -3.488 -0.379 2.846
H 4.096 0.489 2.818
H -4.812 -0.422 4.508
C 3.054 0.415 0.971
C -2.176 -0.106 2.386
C -0.875 -0.788 -2.781
S 1.652 1.171 1.605
H -1.462 -1.538 -4.692
H 6.058 -0.793 1.962
O 2.102 0.299 -1.126
H -0.822 0.854 5.347
C 5.233 -0.545 1.314
*
```

Atom charges from the natural (NBO) analysis, given in e for atoms 1 to 8: atom 1 (N): -0.575, atom 2 (H): 0.225, atom 3 (C): -0.199, atom 4 (H): 0.236, atom 5 (H): 0.257, atom 6 (N): 0.074, atom 7 (H): 0.245, atom 8 (C): 0.311


(2)
# CH3Cl2N4

A cluster of 2 separate species, CH3Cl2N4 in total in a non-equilibrium geometry (the ωB97M-V functional and the def2-TZVPD basis, the OMol25 dataset).

Output
Kohn-Sham gap = 0.351 Eh
relative energy (zero: lowest compared OMol25 entry of this formula, charge and spin) = 7.7 kcal/mol

ORCA input file:
```
! RIJCOSX wB97M-V def2-TZVPD def2/J DEFGRID3
* xyz 1 1
Cl 2.581 -0.507 0.260
N -0.022 -0.271 0.697
H -1.929 0.642 0.524
N -0.554 1.442 -0.524
N -0.953 0.598 0.391
Cl -0.946 -3.002 -0.346
H -1.286 -2.260 0.692
H 1.352 1.932 -1.119
C 0.684 1.226 -0.698
N 1.073 0.199 0.122
*
```

Atom charges from the natural (NBO) analysis, given in e for atoms 1 to 8: atom 1 (Cl): 0.387, atom 2 (N): 0.080, atom 3 (H): 0.471, atom 4 (N): -0.160, atom 5 (N): -0.093, atom 6 (Cl): -0.249, atom 7 (H): 0.259, atom 8 (H): 0.272


(3)
# C5H5N3O2

The molecule C5H5N3O2 in a non-equilibrium geometry (the ωB97M-V functional and the def2-TZVPD basis, the OMol25 dataset).

Output
Kohn-Sham gap = 0.320 Eh
relative energy (zero: lowest compared OMol25 entry of this formula, charge and spin) = 124.8 kcal/mol

ORCA input file:
```
! RIJCOSX wB97M-V def2-TZVPD def2/J DEFGRID3
* xyz 0 1
N 1.801 0.953 -0.662
H 2.063 -0.648 1.860
O -0.145 1.658 -1.498
C -0.999 0.907 -0.816
C 0.412 -0.765 0.702
N 1.480 -0.128 1.216
H -1.766 -1.525 1.105
O 0.197 -1.910 1.059
C -1.956 -0.724 0.384
C 1.183 1.286 -1.686
C 2.032 0.890 0.549
H 1.552 1.200 -2.732
N -0.673 -0.072 0.039
H -2.690 -0.207 1.095
H -2.490 -0.916 -0.615
*
```

Atom charges from the natural (NBO) analysis, given in e for atoms 1 to 8: atom 1 (N): -0.410, atom 2 (H): 0.441, atom 3 (O): -0.491, atom 4 (C): 0.383, atom 5 (C): 0.782, atom 6 (N): -0.639, atom 7 (H): 0.243, atom 8 (O): -0.570


(4)
# C52H50BrMoN3O7S3Se

A structure of composition C52H50BrMoN3O7S3Se in a non-equilibrium geometry (the ωB97M-V functional and the def2-TZVPD basis, the OMol25 dataset).

Output
Kohn-Sham gap (alpha / beta) = 0.273 / 0.281 Eh
relative energy (zero: lowest compared OMol25 entry of this formula, charge and spin) = 33.4 kcal/mol

ORCA input file:
```
! RIJCOSX wB97M-V def2-TZVPD def2/J DEFGRID3
* xyz 0 3
C 3.854 -1.856 0.937
C -1.638 3.337 2.491
O -2.016 -0.032 0.283
C -5.149 -1.752 1.448
H -3.555 4.257 3.277
O -1.083 2.030 3.027
S 0.990 2.959 0.347
C 1.829 -1.555 -0.931
C -3.069 3.273 3.054
C -3.535 -2.923 2.599
C 3.205 0.252 4.235
H -0.298 -6.570 -5.672
H -2.223 -4.317 -1.036
C -0.219 2.315 -2.279
C -0.907 -5.728 -5.316
H 2.728 -3.507 1.756
C -2.384 2.176 -1.277
S 0.252 -3.619 0.340
H 3.069 2.427 3.914
C 2.080 2.696 1.612
H 3.576 -3.198 -5.093
H -3.887 3.535 -2.039
H -3.180 5.576 -3.075
H 0.140 4.460 2.642
C -6.029 -2.869 1.474
H 1.548 -5.637 -4.090
H -0.615 -2.721 -6.050
H 1.258 0.922 2.185
C -1.912 3.906 -2.826
H 5.218 2.845 0.178
H 4.854 4.478 0.675
C -2.808 3.274 -2.025
C -4.310 -4.095 2.582
C -1.305 -1.666 -3.846
H 3.895 0.614 5.051
Br -5.932 -0.290 0.458
C -5.580 -4.067 1.990
C 1.492 -3.070 -5.786
H 2.285 0.338 -2.773
C 0.973 -4.878 -2.055
S -0.721 0.283 -0.408
H 0.011 3.957 -3.610
Se -0.679 -1.511 4.022
H 2.492 -0.545 4.528
O -0.621 -0.879 2.178
C -1.292 2.309 4.442
H 6.148 1.373 -1.452
O -3.479 1.294 1.720
H -2.656 -5.027 -3.276
C -2.301 5.167 -3.512
C 0.035 -1.965 -4.140
H -1.966 -5.969 -5.441
C 2.952 -0.659 -0.976
C 2.385 -2.365 -3.691
H 1.738 -3.634 -6.684
H 4.340 2.080 2.363
C -2.894 2.624 4.522
C 3.096 0.234 -2.062
C 1.736 -2.492 0.030
C 0.850 -1.317 -1.994
H -1.551 3.229 1.467
H 0.542 3.438 4.876
Mo -2.270 -0.059 2.579
H 3.289 -2.160 -3.052
C -0.438 -0.743 -1.821
H -6.959 -2.879 1.133
H -0.927 1.441 4.991
H 2.041 -4.810 -1.644
C 0.253 -2.625 -5.372
H -2.184 -1.899 -4.511
H -3.845 -4.960 3.070
O -4.549 1.305 5.656
C 2.753 -2.643 0.996
O -3.320 0.148 4.256
N -3.988 -1.696 2.082
H -1.277 5.189 3.395
H -0.788 -4.843 -5.926
C 1.108 -1.906 -3.275
H 0.804 1.945 -2.377
H 2.929 4.458 1.361
N 3.025 3.581 1.891
H -3.160 3.328 5.286
C 5.319 3.502 0.948
N 1.996 1.578 2.426
H 1.704 1.666 4.520
H 4.239 1.669 -3.069
C -1.592 -5.049 -2.931
C 3.961 -0.770 -0.004
H -2.530 5.043 -4.531
C -0.751 4.285 3.228
C 4.157 1.015 -2.183
C -0.049 -4.322 -1.227
H -2.541 -2.873 3.055
H 3.854 -0.129 3.392
C 5.232 0.921 -1.255
C -0.555 -5.384 -3.838
C -3.672 1.284 4.852
C -0.628 3.413 -3.000
C -3.910 2.460 2.132
H -1.502 5.903 -3.356
C -0.484 3.569 4.611
C -1.369 -4.527 -1.662
C 2.504 1.500 3.800
C 2.564 -2.960 -4.886
C -1.484 -0.960 -2.694
H -3.089 1.603 -0.675
H -6.215 -4.922 2.134
O -4.918 2.975 1.706
C -1.104 1.748 -1.391
H 5.905 -0.023 0.613
C 5.129 0.088 -0.154
H 4.828 3.547 3.043
H 6.318 3.679 1.170
H -2.503 -0.542 -2.483
H 4.680 -2.072 1.550
C 0.758 -5.366 -3.380
C 4.406 3.151 2.131
H -0.933 4.182 5.398
*
```

Atom charges from the Mulliken analysis, given in e for atoms 1 to 8: atom 1 (C): -1.060, atom 2 (C): -1.334, atom 3 (O): -0.525, atom 4 (C): 0.345, atom 5 (H): 0.434, atom 6 (O): 0.946, atom 7 (S): -0.140, atom 8 (C): -1.482